# 1
Formula: C6H5F4O2
Source: the OMol25 dataset
Level of theory: ωB97M-V with the def2-TZVPD basis set

```
17
C6H5F4O2 (ωB97M-V with the def2-TZVPD basis set)
F 1.95 -1.90 0.28
F 2.37 -0.33 -1.11
F 2.61 0.08 1.00
F -0.68 -1.95 -0.77
O 1.41 2.31 -1.03
O -0.10 2.70 0.64
C 0.45 -0.01 0.26
C -1.86 -0.01 -0.88
C -0.80 -0.73 -0.16
C -0.38 -0.66 1.28
C 1.78 -0.51 0.11
C 0.63 2.21 -0.11
H -1.90 0.91 -0.43
H -1.63 -0.05 -1.96
H -2.88 -0.58 -0.82
H -0.95 0.05 2.09
H -0.01 -1.51 1.62
```

Output
strongest force on any atom = 6.503 eV/A
HOMO level = -3.89 eV
ΔE to the lowest compared entry with this formula, charge and spin = 0.0 kcal per mole
charge = -1
HOMO-LUMO gap = 7.79 eV

# 2
Formula: C6H5F8N
Source: the OMol25 dataset
Level of theory: ωB97M-V with the def2-TZVPD basis set

```
20
C6H5F8N (ωB97M-V with the def2-TZVPD basis set)
F -0.41 0.28 4.11
F 1.36 -1.34 -0.14
F 2.64 1.37 1.96
F 1.45 -0.80 3.82
F 1.57 1.76 3.69
F 0.94 2.67 1.89
F -1.50 0.48 1.01
F -0.49 -1.48 3.05
N 0.59 0.37 2.08
C 0.26 -0.40 3.21
C -0.19 0.26 0.69
C 0.07 -1.08 -0.01
C 1.38 1.54 2.43
C -0.83 -2.01 -0.45
C 0.37 1.32 -0.27
H -1.83 -1.89 -0.25
H 1.33 1.73 -0.09
H 0.42 0.96 -1.38
H -0.35 2.25 -0.40
H -0.60 -2.86 -0.89
```

Output
strongest force on any atom = 6.132 eV/A
HOMO level = -10.34 eV
HOMO-LUMO gap = 11.14 eV

# 3
Formula: C6H5FO
Source: the OMol25 dataset
Level of theory: ωB97M-V with the def2-TZVPD basis set

```
13
C6H5FO (ωB97M-V with the def2-TZVPD basis set)
F 2.65 0.12 -0.08
O -1.77 -1.61 -0.26
C -0.88 0.83 0.14
C 0.57 -1.19 0.29
C 0.63 1.20 -0.07
C -2.02 1.49 0.07
C -0.85 -0.80 -0.07
C 1.32 0.11 -0.09
H 1.10 -2.18 -0.16
H 0.94 2.13 -0.32
H -1.91 2.61 0.05
H -2.95 0.93 0.19
H 0.44 -1.51 1.42
```

Output
strongest force on any atom = 5.138 eV/A
HOMO level = -9.52 eV
ΔE to the lowest compared entry with this formula, charge and spin = 36.1 kcal per mole
HOMO-LUMO gap = 9.77 eV

# 4
Formula: C6H5FO
Source: the OMol25 dataset
Level of theory: ωB97M-V with the def2-TZVPD basis set

```
13
C6H5FO (ωB97M-V with the def2-TZVPD basis set)
F 0.92 2.35 -0.27
O -0.35 -0.93 -0.53
C 1.32 0.13 -2.04
C -1.26 -1.38 1.48
C 0.49 0.03 -0.99
C -0.47 0.90 0.88
C -0.82 -0.50 0.68
C 0.27 1.19 -0.18
H -0.83 1.52 1.66
H 1.76 0.99 -2.31
H -1.32 -2.54 1.60
H -1.69 -0.95 2.46
H 1.98 -0.81 -2.44
```

Output
strongest force on any atom = 8.385 eV/A
HOMO level = -8.32 eV
ΔE to the lowest compared entry with this formula, charge and spin = 52.6 kcal per mole
HOMO-LUMO gap = 8.59 eV

# 5
Formula: C6H5FO
Source: the OMol25 dataset
Level of theory: ωB97M-V with the def2-TZVPD basis set

```
13
C6H5FO (ωB97M-V with the def2-TZVPD basis set)
F 0.17 1.97 -1.34
O 0.31 -0.89 0.69
C 2.38 0.20 0.07
C -1.01 -0.86 0.58
C -1.75 -1.98 0.88
C 1.06 0.06 -0.04
C -1.19 0.46 -0.12
C -0.03 0.92 -0.56
H -1.43 -2.80 1.49
H 2.79 1.06 -0.61
H -2.18 0.87 -0.45
H 2.94 -0.59 0.51
H -2.87 -1.96 0.80
```

Output
strongest force on any atom = 4.413 eV/A
HOMO level = -8.32 eV
ΔE to the lowest compared entry with this formula, charge and spin = 38.3 kcal per mole
HOMO-LUMO gap = 8.37 eV

# 6
Formula: C6H5FO4S2
Source: the OMol25 dataset
Level of theory: ωB97M-V with the def2-TZVPD basis set

```
18
C6H5FO4S2 (ωB97M-V with the def2-TZVPD basis set)
S 0.39 1.90 -2.79
S -0.18 -0.61 -4.19
F -1.51 -0.03 -3.17
O 0.52 -1.59 -3.42
O -0.90 -1.10 -5.32
O -0.49 2.97 -3.17
O 1.80 2.04 -2.97
C -0.30 -0.66 0.90
C 1.16 0.25 -0.76
C 0.15 1.08 -1.15
C 0.90 -0.67 0.29
C -1.25 0.28 0.68
C -1.08 1.16 -0.51
H -1.89 1.81 -0.76
H -2.26 0.22 0.99
H 2.03 0.14 -1.39
H 1.70 -1.32 0.87
H -0.47 -1.52 1.54
```

Output
strongest force on any atom = 5.209 eV/A
HOMO level (alpha / beta) = -10.29 / -9.69 eV
HOMO-LUMO gap (alpha / beta) = 7.18 / 6.12 eV

# 7
Formula: C6H5InNO10S2
Source: the OMol25 dataset
Level of theory: ωB97M-V with the def2-TZVPD basis set

```
25
C6H5InNO10S2 (ωB97M-V with the def2-TZVPD basis set)
In -3.23 -2.71 2.47
S -3.19 -7.05 0.31
S -0.84 1.09 4.84
O -4.11 -6.18 -0.37
O 0.61 1.24 4.72
O -1.99 -6.23 0.36
O -1.47 1.11 3.54
O 2.37 0.05 0.00
O -1.18 -0.21 5.36
O 0.46 -0.34 -0.87
O -3.67 -7.10 1.69
O -1.10 2.21 5.69
O -3.06 -8.27 -0.41
N 1.46 0.32 -0.79
C 0.99 2.87 -3.45
C 1.83 3.89 -2.99
C 2.59 3.74 -1.82
C 1.62 1.53 -1.63
C 2.54 2.49 -1.23
C 0.81 1.72 -2.74
H 0.39 3.12 -4.32
H 3.05 2.39 -0.28
H 0.08 0.96 -2.97
H 3.12 4.61 -1.48
H 1.92 4.75 -3.64
```

Output
strongest force on any atom = 3.974 eV/A
HOMO level = -4.31 eV
ΔE to the lowest compared entry with this formula, charge and spin = 91.6 kcal per mole
charge = -1
HOMO-LUMO gap = 1.53 eV

# 8
Formula: C6H5N2NdO5S
Source: the OMol25 dataset
Level of theory: ωB97M-V with the def2-TZVPD basis set

```
20
C6H5N2NdO5S (ωB97M-V with the def2-TZVPD basis set)
Nd -0.47 -0.64 -0.03
S 1.74 -1.35 1.47
O -2.84 1.12 2.24
O 0.45 -0.99 -3.63
O -2.95 -3.36 -0.44
O 0.20 2.90 -0.92
O -5.39 -1.66 -2.52
N 2.05 1.20 2.14
N 3.16 0.51 0.20
C -2.02 0.58 1.63
C -4.40 -1.29 -2.08
C 0.03 1.80 -0.63
C -2.20 -2.49 -0.34
C 0.29 -0.89 -2.48
C 2.36 0.22 1.26
H 3.77 1.32 0.24
H -1.77 0.41 -1.14
H 1.73 0.88 3.06
H 2.65 2.03 2.21
H 3.61 -0.30 -0.24
```

Output
strongest force on any atom = 7.064 eV/A
HOMO level (alpha / beta) = -16.35 / -16.50 eV
spin multiplicity = 4
⟨S²⟩ = 3.7556
ΔE to the lowest compared entry with this formula, charge and spin = 0.0 kcal per mole
charge = +2
HOMO-LUMO gap (alpha / beta) = 6.91 / 7.18 eV

# 9
Formula: C6H5N2O4PtS3
Source: the OMol25 dataset
Level of theory: ωB97M-V with the def2-TZVPD basis set

```
21
C6H5N2O4PtS3 (ωB97M-V with the def2-TZVPD basis set)
Pt -1.28 0.38 -0.20
S -0.60 -0.42 1.93
S -2.49 0.08 -2.29
S -4.14 1.33 -1.92
O 0.73 -0.15 -0.73
O -5.27 0.76 -2.64
O -4.29 1.37 -0.47
O -3.78 2.67 -2.45
N 1.40 -0.90 0.21
N -1.74 3.26 -1.18
C 1.95 -1.33 2.47
C 3.26 -1.76 2.10
C 2.67 -1.31 -0.19
C -1.39 2.32 -0.56
C 1.04 -0.89 1.54
C 3.57 -1.74 0.74
H 3.97 -2.10 2.85
H 4.54 -2.07 0.38
H 2.83 -1.28 -1.25
H 1.62 -1.36 3.50
H -2.59 3.14 -1.85
```

Output
strongest force on any atom = 1.537 eV/A
HOMO level (alpha / beta) = 0.92 / -1.46 eV
spin multiplicity = 4
⟨S²⟩ = 3.7741
ΔE to the lowest compared entry with this formula, charge and spin = 19.0 kcal per mole
charge = -2
HOMO-LUMO gap (alpha / beta) = 4.35 / 6.71 eV

# 10
Formula: C6H5N2O4S2
Source: the OMol25 dataset
Level of theory: ωB97M-V with the def2-TZVPD basis set

```
19
C6H5N2O4S2 (ωB97M-V with the def2-TZVPD basis set)
S 2.76 1.86 -0.01
S 4.84 -0.29 -0.68
O 3.80 -0.58 -1.79
O 4.27 0.69 0.27
O 2.91 2.63 1.15
O 3.05 2.42 -1.27
N 4.13 -1.80 0.88
N 3.92 -2.21 1.85
C -0.24 -0.62 -1.05
C 0.57 0.71 1.19
C 0.92 0.18 -1.09
C 1.31 0.81 0.05
C -0.61 -0.02 1.24
C -0.96 -0.75 0.11
H 1.59 0.53 -1.88
H 0.84 1.38 2.01
H -0.59 -0.75 -2.13
H -1.24 0.15 2.22
H -1.89 -1.32 0.14
```

Output
strongest force on any atom = 7.381 eV/A
HOMO level (alpha / beta) = -11.21 / -13.81 eV
spin multiplicity = 3
⟨S²⟩ = 2.0225
ΔE to the lowest compared entry with this formula, charge and spin = 25.8 kcal per mole
charge = +1
HOMO-LUMO gap (alpha / beta) = 5.74 / 4.02 eV

# 11
Formula: C6H5N3O3
Source: the OMol25 dataset
Level of theory: ωB97M-V with the def2-TZVPD basis set

```
17
C6H5N3O3 (ωB97M-V with the def2-TZVPD basis set)
O 3.74 -1.52 -0.41
O -4.39 -0.66 0.18
O 3.96 0.40 0.60
N -2.98 -0.70 0.09
N 3.29 -0.51 0.15
N -0.44 -0.95 0.08
C -2.25 0.35 -0.01
C -0.03 1.40 -0.24
C 1.83 -0.15 0.08
C -0.88 0.28 -0.08
C 1.39 1.24 -0.05
C 0.93 -1.17 0.04
H 1.51 -2.05 -0.11
H -2.76 1.35 -0.17
H -4.55 -1.59 0.43
H 2.15 1.93 -0.13
H -0.50 2.34 -0.45
```

Output
strongest force on any atom = 7.943 eV/A
HOMO level = -9.69 eV
ΔE to the lowest compared entry with this formula, charge and spin = 145.0 kcal per mole
HOMO-LUMO gap = 8.62 eV

# 12
Formula: C6H5N5O4STi
Source: the OMol25 dataset
Level of theory: ωB97M-V with the def2-TZVPD basis set

```
22
C6H5N5O4STi (ωB97M-V with the def2-TZVPD basis set)
Ti -0.91 0.16 -1.20
S -2.59 1.37 -2.10
O -1.94 0.09 -2.76
O -3.33 2.24 -2.89
O -1.12 1.90 -1.60
O -2.98 0.76 -0.82
N 2.85 -0.48 0.02
N -0.68 -0.31 0.80
N 1.04 -0.35 -1.30
N 0.11 -0.48 3.43
N 3.18 -0.47 -1.30
C 1.01 -0.46 2.45
C 0.63 -0.39 1.13
C 1.56 -0.40 -0.01
C 2.13 -0.38 -2.09
C -1.60 -0.32 1.78
C -1.18 -0.42 3.10
H 2.06 -0.50 2.72
H -1.91 -0.45 3.89
H -2.64 -0.24 1.51
H 2.16 -0.35 -3.16
H 4.15 -0.53 -1.58
```

Output
strongest force on any atom = 1.259 eV/A
HOMO level = -18.09 eV
ΔE to the lowest compared entry with this formula, charge and spin = 3.8 kcal per mole
charge = +2
HOMO-LUMO gap = 7.43 eV